1.
{"formula": "C19H18N4O2S", "method": "ωB97M-V/def2-TZVPD", "homo_ev": -8.95, "e_tot_ev": -40884.9659, "mol_weight_g_mol": 366.45, "lumo_energy_ev": 0.46, "species": ["C", "C", "C", "C", "N", "O", "C", "C", "C", "C", "C", "C", "H", "H", "H", "H", "H", "N", "C", "O", "N", "C", "H", "H", "C", "C", "N", "H", "H", "C", "C", "C", "C", "C", "S", "H", "H", "H", "H", "H", "H", "H", "H", "H"], "positions_angstrom": [[-0.121994, -3.502341, 0.981783], [-1.310781, -2.655695, 0.718288], [-1.428926, -1.352099, 0.305303], [-2.839205, -1.132048, 0.234159], [-3.465207, -2.235546, 0.569302], [-2.536116, -3.172196, 0.868104], [-3.570504, 0.059687, -0.172599], [-4.853144, -0.077258, -0.702209], [-5.561650, 1.037381, -1.105938], [-5.001798, 2.299625, -0.984997], [-3.733517, 2.442213, -0.448024], [-3.017646, 1.330481, -0.042329], [-2.043950, 1.451179, 0.403352], [-3.300842, 3.426319, -0.339663], [-5.556138, 3.170835, -1.302184], [-6.554530, 0.924545, -1.516072], [-5.274968, -1.066405, -0.786097], [-0.384051, -0.463785, -0.018350], [0.154875, 0.322307, 0.975944], [-0.306405, 0.371476, 2.097120], [1.220905, 1.099094, 0.588736], [1.832786, 1.938226, 1.590601], [1.975744, 2.946695, 1.188225], [1.132930, 1.979876, 2.429290], [3.176028, 1.384615, 2.105853], [4.220960, 1.506937, 1.124699], [5.039185, 1.625879, 0.334627], [3.476636, 1.942946, 2.996100], [3.057447, 0.332130, 2.376165], [1.714200, 1.157026, -0.766901], [2.648393, 0.035644, -1.124927], [3.473280, -0.049194, -2.201448], [4.228543, -1.243928, -2.228938], [3.967776, -2.051191, -1.173434], [2.792629, -1.371135, -0.118587], [4.390298, -3.006105, -0.933745], [4.937956, -1.482086, -3.000358], [3.548773, 0.720730, -2.947552], [0.863322, 1.174258, -1.463051], [2.251191, 2.103238, -0.894152], [0.228361, -0.782249, -0.753978], [0.604177, -2.946125, 1.570975], [0.351271, -3.799320, 0.045769], [-0.426279, -4.394653, 1.521126]], "forces_ev_per_angstrom": [[-0.2, 0.0, 0.0], [0.1, 1.0, -0.3], [-0.2, -0.8, 0.3], [0.6, -0.8, 0.2], [-1.0, 0.8, -0.2], [0.8, -0.4, 0.1], [-0.3, 0.3, -0.1], [0.1, 0.0, 0.0], [-0.1, 0.0, 0.0], [0.0, 0.1, 0.0], [0.0, 0.1, 0.0], [0.0, -0.1, 0.0], [0.1, 0.0, 0.1], [0.0, 0.1, 0.0], [0.0, 0.1, 0.0], [-0.1, 0.0, 0.0], [-0.1, -0.1, 0.0], [-0.1, -0.4, -0.2], [0.1, 0.2, -0.1], [-0.2, -0.1, 0.3], [0.0, 0.1, 0.0], [0.0, 0.0, 0.4], [0.0, -0.1, 0.0], [0.2, 0.1, -0.1], [-0.6, 0.1, 0.5], [0.3, 0.0, -0.1], [0.4, 0.1, -0.4], [0.0, -0.1, 0.0], [0.0, 0.1, 0.1], [-0.1, 0.1, -0.3], [0.0, -0.3, 0.0], [-0.3, 0.0, 0.2], [0.1, -0.2, 0.0], [-0.2, 0.0, 0.3], [0.3, 0.3, -0.5], [0.1, -0.2, 0.0], [0.1, -0.1, -0.1], [0.0, 0.2, -0.1], [0.1, 0.0, 0.1], [-0.1, -0.1, 0.0], [0.0, 0.1, 0.0], [0.0, 0.0, 0.0], [0.0, 0.0, 0.0], [0.0, -0.1, 0.1]], "lowdin_charge": [0.01, -0.23, -0.13, -0.17, 0.12, 0.03, -0.15, -0.03, -0.08, -0.09, -0.08, -0.02, 0.10, 0.10, 0.10, 0.10, 0.11, 0.14, -0.55, 0.08, -0.07, -0.14, 0.13, 0.12, -0.15, -0.26, 0.18, 0.13, 0.11, -0.16, -0.51, -0.13, -0.18, -0.39, 1.04, 0.06, 0.10, 0.12, 0.14, 0.13, 0.11, 0.07, 0.09, 0.09]}



2.
{"formula": "C19H18NO2", "method": "ωB97M-V/def2-TZVPD", "homo_ev": -11.45, "e_tot_ev": -25571.8218, "mol_weight_g_mol": 292.36, "lumo_energy_ev": -3.91, "total_charge": 1, "species": ["O", "O", "C", "C", "C", "C", "C", "C", "C", "C", "C", "C", "C", "C", "C", "C", "C", "C", "C", "N", "C", "C", "H", "H", "H", "H", "H", "H", "H", "H", "H", "H", "H", "H", "H", "H", "H", "H", "H", "H"], "positions_angstrom": [[-0.974180, -2.842402, 0.342676], [0.582536, -0.149897, -1.820197], [0.128461, -0.373723, -0.717250], [2.446117, 1.466358, -0.211604], [3.588433, 2.193530, 0.031644], [4.204151, 0.706573, 1.794081], [-6.324659, -0.333234, -1.021110], [-5.749606, 0.761340, -1.725601], [-1.791236, -1.876127, -0.227087], [-1.268587, -0.703090, -0.705353], [2.109104, 0.397893, 0.676571], [4.513547, 1.797559, 0.925287], [3.061033, -0.016958, 1.618927], [-5.453680, -1.151671, -0.409734], [-4.339856, 0.884613, -1.797412], [-3.138892, -2.068806, -0.076133], [-2.112720, 0.170858, -1.329685], [-4.058463, -1.096893, -0.613600], [-3.461685, -0.103587, -1.290050], [0.897932, -0.347994, 0.492089], [5.917291, 2.525558, 0.997334], [3.033587, -1.422824, 2.275559], [-1.538581, -3.629948, 0.417213], [-0.027529, -0.413375, -2.553348], [1.767844, 1.841608, -1.019457], [3.739310, 2.987383, -0.692298], [5.072690, 0.451985, 2.311546], [-7.395507, -0.427143, -0.909373], [-6.343351, 1.350655, -2.430942], [-5.849167, -2.078892, 0.059153], [-4.034960, 1.701925, -2.501655], [-3.664882, -2.947192, 0.212647], [-1.573160, 1.011558, -1.778608], [0.437007, -0.890285, 1.290833], [5.806898, 3.205869, 1.813450], [6.671778, 1.762759, 1.305210], [6.224228, 2.999901, 0.013245], [2.162862, -1.586569, 2.935023], [2.823612, -2.075176, 1.475147], [3.912278, -1.682137, 2.842861]], "forces_ev_per_angstrom": [[0.1, 0.3, -0.7], [3.1, 1.5, -5.0], [0.4, -2.0, 8.0], [-2.1, -0.5, 1.1], [-0.8, 0.4, -2.3], [0.6, 2.5, -2.8], [0.3, 1.7, -0.1], [1.9, -0.4, -0.9], [-1.2, -2.8, 2.9], [-0.2, -0.1, 0.0], [0.8, 0.6, -1.5], [2.0, 0.1, 1.5], [0.0, -1.8, 1.1], [-0.3, -2.9, 0.3], [-3.0, 1.1, -2.1], [-1.4, 1.4, -1.7], [2.0, -0.3, 0.0], [0.9, -2.7, 2.2], [-1.3, 4.8, -1.6], [-2.9, -0.7, -2.8], [-1.0, -1.9, -0.7], [-1.8, 1.6, 0.4], [0.5, 0.1, 0.2], [0.4, 0.4, 0.7], [0.6, -0.6, 1.0], [0.4, 0.2, 0.3], [0.7, -1.2, 1.5], [0.0, -0.2, -0.1], [0.1, 0.2, 0.8], [0.4, 0.8, 0.0], [0.3, -0.8, 1.0], [0.5, -1.0, 0.8], [-1.2, 0.3, 0.0], [0.9, 1.4, -1.5], [0.4, 0.9, 0.3], [-0.4, 0.7, -0.4], [-0.5, -0.5, 1.4], [0.3, 0.4, 0.1], [0.3, -1.3, -1.0], [0.3, 0.1, -0.2]], "lowdin_charge": [0.06, 0.25, -0.26, 0.00, -0.08, 0.01, -0.05, -0.04, -0.24, -0.12, -0.17, -0.22, -0.19, -0.03, 0.00, 0.09, 0.06, -0.16, -0.20, 0.20, -0.02, -0.01, 0.12, 0.21, 0.13, 0.12, 0.10, 0.12, 0.11, 0.13, 0.13, 0.13, 0.15, 0.20, 0.07, 0.08, 0.10, 0.08, 0.06, 0.08]}



3.
{"formula": "C19H19BBrN2O7PdS3", "method": "ωB97M-V/def2-TZVPD", "homo_ev": [-6.18, -6.18], "e_tot_ev": -144026.2734, "mol_weight_g_mol": 680.71, "lumo_energy_ev": [0.47, 0.47], "total_charge": -1, "species": ["Pd", "O", "S", "O", "O", "C", "C", "C", "C", "C", "C", "S", "O", "O", "O", "H", "H", "H", "H", "C", "S", "O", "C", "C", "C", "C", "C", "C", "H", "H", "H", "H", "H", "H", "H", "H", "B", "C", "N", "H", "H", "H", "Br", "C", "C", "C", "C", "C", "N", "H", "H", "H", "H"], "positions_angstrom": [[0.729700, 1.077945, 0.039485], [2.052500, -0.693655, 3.229585], [1.016000, -0.672655, 2.230185], [0.007500, -1.725055, 2.431885], [0.298900, 0.608445, 2.114485], [1.929900, -1.193455, 0.723785], [1.694300, -2.518955, 0.370785], [2.593400, -3.218755, -0.420415], [3.770600, -2.615955, -0.834915], [3.991500, -1.281755, -0.526015], [3.078100, -0.572755, 0.235985], [3.315300, 1.215245, 0.266785], [4.732300, 1.473245, 0.341585], [2.730700, 1.606645, -1.033315], [2.528900, 1.776145, 1.357585], [0.799500, -2.990655, 0.749885], [2.384100, -4.247955, -0.679615], [4.502300, -3.171755, -1.402615], [4.879300, -0.758655, -0.849415], [-3.349100, -0.192455, 0.378385], [-1.738600, -0.740555, 1.160385], [-0.830700, -0.687355, -0.014815], [-2.292300, -2.466455, 1.156085], [-2.779100, -3.066955, 2.301285], [-3.249700, -4.368655, 2.243485], [-3.231800, -5.066455, 1.046985], [-2.694800, -4.474555, -0.084415], [-2.214100, -3.178955, -0.025015], [-3.689000, -0.911955, -0.356015], [-3.151000, 0.751845, -0.113715], [-4.081000, -0.065555, 1.167185], [-2.773500, -2.523855, 3.230985], [-3.622300, -4.850055, 3.135385], [-3.617900, -6.075455, 1.000085], [-2.644600, -5.020755, -1.014015], [-1.763100, -2.700855, -0.880215], [0.192600, 1.233745, -4.447815], [0.000100, 1.363745, -2.928615], [-0.194100, 1.502445, -1.789615], [-0.198700, 2.236845, -4.977815], [1.375200, 1.083345, -4.600315], [-0.418200, 0.265245, -4.805015], [-1.805800, 2.809945, 1.584585], [-0.710500, 4.116045, 0.737285], [-1.085500, 5.446745, 0.631985], [-0.237400, 6.274445, -0.088515], [0.930200, 5.753745, -0.630315], [1.219200, 4.411845, -0.431115], [0.395900, 3.619745, 0.235485], [-1.994700, 5.807145, 1.081885], [-0.483200, 7.316945, -0.232115], [1.598300, 6.379345, -1.202515], [2.104400, 3.922045, -0.815215]], "forces_ev_per_angstrom": [[-4.7, 1.4, -3.3], [-0.1, 0.3, -0.3], [0.9, -2.0, 2.0], [0.7, 0.0, -0.1], [0.9, 0.5, -0.2], [0.1, -0.5, 0.7], [-0.1, 0.0, -0.1], [0.0, 0.1, 0.1], [-0.1, 0.2, 0.1], [0.0, 0.0, 0.0], [0.0, 0.4, 0.0], [2.1, 0.3, 0.4], [-0.1, -0.2, -0.1], [-0.3, 0.1, 0.1], [0.7, -0.1, 0.5], [0.1, -0.1, 0.0], [0.0, 0.0, 0.0], [0.0, 0.0, -0.1], [0.1, 0.0, -0.1], [0.7, -0.1, 0.2], [-3.4, -0.5, -0.1], [1.4, 0.7, -1.0], [0.2, 0.0, 0.2], [0.0, 0.2, 0.0], [-0.1, -0.1, 0.0], [0.0, -0.1, 0.0], [0.0, 0.0, 0.0], [0.1, 0.1, -0.1], [0.0, -0.1, -0.1], [0.1, 0.2, 0.0], [-0.2, 0.0, 0.2], [0.0, 0.1, 0.2], [-0.1, 0.0, 0.1], [0.0, -0.1, 0.0], [0.0, -0.1, -0.1], [0.0, 0.0, -0.2], [0.0, -0.2, -0.4], [-0.3, 0.3, 0.7], [1.4, -0.7, 1.0], [-0.1, 0.3, -0.1], [0.3, 0.0, -0.1], [-0.2, -0.2, -0.1], [-0.2, 0.5, 0.1], [0.0, -0.3, 0.0], [0.1, -0.1, 0.0], [0.1, -0.2, 0.0], [0.0, 0.0, 0.0], [0.1, 0.3, -0.2], [-0.1, -0.5, 0.1], [-0.1, 0.0, 0.0], [0.0, 0.1, 0.0], [0.1, 0.0, 0.0], [0.1, 0.1, -0.1]], "lowdin_charge": [0.97, -0.27, 0.47, -0.41, -0.52, -0.26, -0.06, -0.06, -0.07, -0.05, -0.25, 0.43, -0.31, -0.36, -0.37, 0.10, 0.10, 0.10, 0.11, -0.22, 0.92, -0.54, -0.37, -0.07, -0.08, -0.10, -0.08, -0.08, 0.05, 0.01, 0.05, 0.11, 0.10, 0.10, 0.10, 0.12, -0.42, -0.19, 0.05, 0.00, 0.01, 0.00, 0.84, -0.70, -0.10, -0.07, -0.05, -0.10, 0.00, 0.10, 0.10, 0.10, 0.11]}



Number 1: strongest force on any atom 1.3 eV/A. Number 2: strongest force on any atom 8.2 eV/A. Number 3: strongest force on any atom 5.9 eV/A.